1.
A cluster of 10 separate species, C4H30NO9S2 in total, computed with ωB97M-V/def2-TZVPD.

Output
* largest force on an atom: 0.0432 Eh/bohr
* relative energy (zero: lowest compared OMol25 entry of this formula, charge and spin): 0.0 kcal/mol
* net charge: +2
* spin multiplicity: 2
* frontier orbital gap (alpha / beta): 0.3515 / 0.2063 Eh

Element x y z (Å)
N 0.836 1.176 -0.992
C -0.064 0.480 -0.008
C -1.470 0.463 -0.583
C 0.460 -0.926 0.340
S 1.891 -0.870 1.477
S 1.396 -1.511 3.254
C 0.246 -0.447 4.174
H 0.707 2.223 -0.927
H 1.819 0.993 -0.766
H 0.684 0.764 -1.904
H -0.042 1.006 0.952
H -1.646 -0.561 -0.928
H -1.574 1.076 -1.484
H -2.380 0.771 -0.078
H -0.417 -1.480 0.706
H 0.956 -1.396 -0.511
H -0.787 -0.700 3.952
H 0.527 0.541 3.788
H 0.369 -0.338 5.250
H -4.111 -0.204 2.474
H -2.780 -0.847 1.824
O -3.310 -0.085 1.963
H 4.376 -0.335 -0.184
H 5.079 0.429 -1.326
O 4.246 0.016 -1.070
H -0.516 3.389 0.434
H -0.325 4.436 -0.717
O -0.264 3.505 -0.495
H 2.309 3.590 0.893
H 3.109 2.526 1.589
O 2.247 2.675 1.181
H -3.868 -3.084 -2.214
H -2.457 -3.014 -2.905
O -2.923 -2.988 -2.065
H -1.527 -3.561 0.375
H -2.553 -2.562 -0.196
O -1.876 -2.671 0.493
H 0.116 -3.303 -4.849
H 0.198 -2.059 -3.768
O -0.317 -2.630 -4.327
H -1.671 2.965 2.597
H -2.188 1.755 1.736
O -1.419 2.283 1.967
H 3.024 0.189 -3.396
H 3.283 -1.034 -2.580
O 2.608 -0.644 -3.145

=====

2.
A structure of composition C44H32B3Cl2F12O14V, computed with ωB97M-V/def2-TZVPD.

Output
* largest force on an atom: 0.0615 Eh/bohr
* spin multiplicity: 3
* frontier orbital gap (alpha / beta): 0.2852 / 0.2817 Eh

Element x y z (Å)
V -19.890 13.025 2.327
B -18.150 14.001 4.295
F -19.227 12.823 4.329
F -18.551 14.583 3.037
F -18.359 14.898 5.277
F -16.942 13.379 4.411
B -22.672 10.177 3.386
F -22.785 10.478 4.626
F -22.141 9.088 2.998
F -23.297 10.946 2.472
F -20.779 11.478 2.771
B -20.550 13.797 -0.235
F -21.172 12.713 0.573
F -19.621 13.238 -1.021
F -21.575 14.351 -0.900
F -19.924 14.534 0.850
C -18.586 14.390 8.882
C -18.286 13.278 8.190
C -16.898 13.023 7.658
O -16.782 11.939 7.130
C -15.855 14.091 7.902
C -16.216 15.194 8.615
C -17.583 15.422 9.152
O -17.735 16.434 9.827
H -19.572 14.543 9.376
H -19.068 12.558 7.938
H -14.798 13.881 7.685
H -15.453 16.007 8.820
C -21.245 16.949 9.524
C -21.823 16.214 8.560
C -21.340 16.253 7.151
O -21.916 15.637 6.264
C -20.285 17.254 6.919
C -19.715 18.044 7.873
C -20.145 17.973 9.303
O -19.747 18.651 10.198
H -21.520 17.028 10.619
H -22.566 15.454 8.819
H -19.874 17.363 5.912
H -18.972 18.694 7.528
C -16.421 9.602 -0.304
C -16.678 10.600 0.520
C -18.100 10.958 0.809
O -18.316 11.897 1.605
C -19.189 10.241 0.127
C -18.978 9.358 -0.815
C -17.482 8.912 -1.060
O -17.291 8.011 -1.877
H -15.418 9.309 -0.568
H -15.938 11.224 0.946
H -20.113 10.649 0.329
H -19.773 8.974 -1.437
C -20.964 16.470 2.950
C -21.301 17.710 3.203
C -22.708 17.995 3.639
O -23.064 19.103 3.998
C -23.758 16.905 3.656
C -23.353 15.638 3.373
C -21.930 15.392 3.096
O -21.543 14.215 3.025
H -19.964 16.230 2.575
H -20.594 18.603 3.181
H -24.704 17.257 3.971
H -23.953 14.765 3.562
C -13.584 15.005 0.576
C -13.526 14.032 -0.368
C -14.716 13.342 -0.808
O -14.643 12.438 -1.626
C -16.073 13.765 -0.241
C -16.103 14.782 0.639
C -14.850 15.403 1.243
O -14.909 16.177 2.194
H -12.703 15.606 0.861
H -12.611 13.742 -0.913
H -17.004 13.176 -0.532
H -17.042 15.112 1.031
C -25.434 8.783 -0.421
C -24.188 8.431 -0.648
C -23.213 9.502 -1.005
O -22.176 9.180 -1.529
C -23.562 10.863 -0.726
C -24.778 11.188 -0.309
C -25.791 10.128 -0.232
O -26.896 10.462 0.126
H -26.200 8.027 -0.385
H -23.914 7.451 -0.842
H -22.745 11.595 -0.763
H -25.208 12.162 -0.194
C -19.090 9.935 5.988
C -18.646 9.886 4.756
C -17.507 9.014 4.285
O -17.315 8.904 3.095
C -16.766 8.289 5.291
C -17.258 8.233 6.515
C -18.471 9.069 7.009
O -18.783 9.162 8.193
H -19.822 10.689 6.276
H -19.103 10.444 3.989
H -15.935 7.629 5.014
H -16.840 7.591 7.251
Cl -12.690 14.011 4.183
C -13.351 12.312 4.369
C -14.275 11.933 3.223
Cl -13.403 11.337 1.821
H -13.969 12.402 5.295
H -12.551 11.640 4.612
H -14.881 12.771 2.872
H -14.901 11.110 3.516